{"formula": "C4H7ClNO", "method": "the ωB97M-V functional and the def2-TZVPD basis", "species": ["C", "C", "C", "C", "N", "O", "Cl", "H", "H", "H", "H", "H", "H", "H"], "positions_angstrom": [[-3.292695, 0.511330, 1.456772], [0.259477, 1.232213, -0.910836], [0.733985, 1.205004, 0.294797], [0.584037, -1.160960, -0.595898], [0.022371, 0.023545, -0.103845], [-2.150382, 0.718691, 1.332131], [-3.911181, -1.144323, 1.877524], [-4.049277, 1.241108, 1.304419], [-0.028750, 1.810224, -1.808963], [1.224825, 1.686805, 1.212317], [1.275228, -0.892687, -1.265770], [1.124905, -1.848248, 0.170985], [-0.181200, -1.926622, -1.115837], [-1.006885, -0.171027, 0.240945]], "forces_ev_per_angstrom": [[-1.3404, -2.2010, 0.5648], [0.4301, 1.8272, 1.3983], [0.9070, 2.0333, 0.2980], [-0.8910, -6.3807, 1.5218], [-4.7407, -0.8239, 0.2552], [1.7637, 0.3602, -0.2119], [0.3386, 1.3878, -0.3453], [-1.1204, 0.5481, 0.0629], [0.1010, -1.0512, 0.5683], [-0.8586, -1.2454, -1.5953], [2.7421, 0.6460, -2.7505], [-1.0540, 1.5471, -0.8156], [1.3362, 2.2542, 1.1663], [2.3865, 1.0981, -0.1169]], "nbo_charge": [0.462, 0.003, 0.016, -0.436, -0.390, -0.557, -0.053, 0.179, 0.300, 0.307, 0.214, 0.247, 0.251, 0.458], "charge": 1, "energy_ha": -746.3952, "de_lowest_ev": 3.1297, "homo_ev": -15.15, "orbital_gap_ev": 11.3, "multiplicity": 1}

---

{"formula": "C2H7O3P", "method": "the ωB97M-V functional and the def2-TZVPD basis", "species": ["C", "C", "O", "O", "O", "P", "H", "H", "H", "H", "H", "H", "H"], "positions_angstrom": [[-1.851449, 0.162027, -0.469699], [2.531611, -0.323101, -0.350074], [-3.026049, 0.729832, -0.092991], [-1.057355, -0.159557, 0.530846], [1.468088, -0.429977, 0.594853], [0.290974, 0.641840, 1.027451], [-3.668047, 0.085717, 0.254560], [-2.012145, -0.575224, -1.206847], [-1.381419, 0.996661, -1.066995], [2.861789, -1.442031, -0.346632], [3.426242, 0.269301, -0.030400], [2.141780, 0.150094, -1.190330], [0.275979, -0.105582, 2.346257]], "forces_ev_per_angstrom": [[-0.0863, 3.3505, -3.6562], [1.5936, -2.4037, 2.1182], [-2.2822, 0.3996, 1.0356], [1.6189, -0.6637, 3.0889], [0.4097, 1.4385, 1.1633], [0.2597, -1.4966, -0.9215], [0.5207, 0.2060, -0.1821], [-0.0443, -1.8150, -0.3388], [-0.1025, -0.6670, 0.3764], [-0.3704, 2.1225, -1.0598], [-0.8870, -0.3510, 0.2979], [-0.4482, 0.1157, -2.0559], [-0.1815, -0.2357, 0.1340]], "mulliken_spin": [0.119, 0.117, 0.003, 0.069, 0.200, 1.225, 0.000, 0.021, -0.028, 0.012, 0.009, -0.080, 0.333], "charge": 0, "energy_ha": -647.2658, "de_lowest_ev": 2.4194, "homo_ev": [-4.79, -10.77], "orbital_gap_ev": [5.7, 8.0], "multiplicity": 3}

---

{"formula": "C7H12", "method": "the ωB97M-V functional and the def2-TZVPD basis", "species": ["C", "C", "C", "C", "C", "C", "C", "H", "H", "H", "H", "H", "H", "H", "H", "H", "H", "H", "H"], "positions_angstrom": [[-0.592957, 1.870498, 1.027600], [-1.148839, 0.891451, 0.338603], [-2.175901, 0.933384, -0.754248], [-0.922787, -0.613748, 0.791498], [0.491265, -0.816272, 0.557416], [1.207181, -1.199385, -0.507497], [2.731584, -1.070584, -0.760390], [-0.745622, 3.004338, 1.123983], [0.088684, 1.481328, 1.851285], [-2.065001, 0.321505, -1.519537], [-3.069081, 0.578719, -0.279838], [-2.125064, 1.925833, -1.189417], [-1.483671, -1.222393, 0.090821], [-1.560664, -0.685773, 1.681840], [1.236445, -0.529629, 1.432894], [0.626808, -1.617009, -1.440392], [3.054978, -1.640179, -1.689697], [3.394364, -1.596535, 0.048622], [3.058276, -0.015540, -0.803549]], "forces_ev_per_angstrom": [[1.0261, 0.8537, 2.3069], [-0.7769, -1.5294, -0.3168], [0.5479, 3.5581, 3.2367], [-1.8824, 1.8124, -1.7658], [4.8007, -0.4110, 2.7476], [-1.2882, -0.8458, -2.2091], [0.7919, -1.6419, 0.9579], [0.0388, -1.9343, -1.0421], [-0.8118, 0.7831, -0.9435], [1.3155, -3.2400, -3.3923], [-1.1251, 0.5917, 0.1078], [-1.0492, 0.3834, 0.1527], [-0.0598, -0.1569, -0.4433], [1.4489, -0.4585, 0.6684], [-1.6951, -0.2116, -1.5140], [0.9805, 0.8898, 1.7341], [-0.6692, 1.0253, 0.9080], [-1.3966, 1.0624, -1.0405], [-0.1960, -0.5306, -0.1527]], "nbo_charge": [-0.447, 0.079, -0.647, -0.496, -0.174, -0.198, -0.653, 0.220, 0.191, 0.211, 0.219, 0.217, 0.208, 0.242, 0.188, 0.180, 0.221, 0.216, 0.224], "charge": 0, "energy_ha": -273.8004, "de_lowest_ev": 2.9423, "smiles": "C=C(C)C/C=C/C", "homo_ev": -8.66, "orbital_gap_ev": 9.7, "multiplicity": 1}

---

{"formula": "C2H2", "method": "the ωB97M-V functional and the def2-TZVPD basis", "species": ["C", "C", "H", "H"], "positions_angstrom": [[0.573788, -0.030513, -0.040914], [-0.565094, -0.218850, -0.015553], [1.684755, -0.064699, 0.054133], [-1.693450, 0.314062, 0.002335]], "forces_ev_per_angstrom": [[8.0638, -0.0605, 0.3321], [-9.9050, 2.4104, 0.0762], [-1.7457, 0.1712, -0.3259], [3.5869, -2.5211, -0.0824]], "nbo_charge": [-0.253, -0.260, 0.244, 0.268], "charge": 0, "energy_ha": -77.2895, "de_lowest_ev": 0.9205, "smiles": "C#C", "homo_ev": -10.98, "orbital_gap_ev": 12.4, "multiplicity": 1}

---

{"formula": "C13H25Br3O6S3", "method": "the ωB97M-V functional and the def2-TZVPD basis", "species": ["C", "Br", "Br", "Br", "H", "C", "C", "C", "S", "O", "O", "C", "H", "H", "H", "H", "H", "H", "H", "H", "C", "C", "C", "S", "O", "O", "C", "H", "H", "H", "H", "H", "H", "H", "H", "C", "C", "C", "S", "O", "O", "C", "H", "H", "H", "H", "H", "H", "H", "H"], "positions_angstrom": [[3.597196, 2.205061, -3.534376], [2.206967, 3.504479, -3.284770], [3.005608, 0.782476, -4.666966], [4.210882, 1.563121, -1.841200], [4.390515, 2.718808, -4.056272], [3.503870, -3.213433, -1.031808], [2.985371, -4.618175, -0.797355], [4.181215, -5.523786, -0.954983], [4.899532, -4.947272, -2.476371], [4.126899, -5.442741, -3.578434], [6.320399, -5.133119, -2.435811], [4.439010, -3.231945, -2.235870], [4.141782, -2.914601, -0.189150], [2.737103, -2.439598, -1.018770], [2.262819, -4.886288, -1.577524], [2.428589, -4.685210, 0.137271], [3.933289, -6.582962, -1.011672], [4.889763, -5.428491, -0.130468], [4.008542, -2.869596, -3.168958], [5.366016, -2.679297, -2.089401], [-4.288040, 2.255273, 3.273331], [-5.689467, 2.481641, 3.864077], [-5.959856, 3.966054, 3.905209], [-5.302654, 4.544718, 2.342165], [-4.861396, 5.906008, 2.423357], [-6.205002, 4.107707, 1.322179], [-3.912417, 3.440006, 2.388236], [-4.280945, 1.309458, 2.730661], [-3.533086, 2.121761, 4.047740], [-5.804436, 2.043186, 4.860438], [-6.475405, 1.960387, 3.313242], [-5.380857, 4.476081, 4.681786], [-6.987172, 4.299152, 4.033560], [-3.104959, 4.024683, 2.830525], [-3.587880, 3.218301, 1.374273], [0.638305, -0.073550, -1.440860], [-0.614777, -0.850866, -1.038031], [-0.824390, -0.494226, 0.427508], [-0.446547, 1.262983, 0.532373], [0.459301, 1.484118, 1.626522], [-1.675158, 2.006641, 0.433200], [0.426861, 1.367301, -1.045453], [0.914635, -0.243679, -2.485563], [1.540140, -0.475093, -0.960670], [-0.440765, -1.919707, -1.163004], [-1.470023, -0.565746, -1.651990], [-0.047505, -0.993315, 1.011179], [-1.785788, -0.709279, 0.885244], [1.310800, 1.971190, -0.863753], [-0.246884, 1.901380, -1.714595]], "forces_ev_per_angstrom": [[-0.2356, 0.2106, -0.0887], [-0.1313, 0.2379, -0.0791], [-0.0166, -0.2463, -0.1483], [0.2361, -0.1035, 0.1085], [0.1999, -0.0990, 0.1434], [0.7272, 0.7474, 0.8480], [-0.9718, 0.0369, -0.3078], [-0.2203, -0.6261, 0.7404], [0.1144, -0.0156, 0.2977], [-0.1926, -0.2864, -0.2709], [0.2852, 0.0688, -0.1515], [0.2198, 0.5295, -0.5202], [-0.1485, -0.2878, 0.1422], [-0.1487, -0.1372, -0.5768], [0.0357, 0.0953, -0.0001], [0.3582, -0.1986, 0.1706], [-0.0110, 0.0320, -0.3705], [0.1773, 0.2864, -0.1888], [-0.1731, -0.2175, 0.0071], [-0.0565, 0.0107, 0.1745], [-0.0308, -0.6411, -0.1766], [-0.7116, -0.5560, 0.7203], [0.2533, 0.7355, 0.2788], [0.1754, -0.4742, 0.8284], [-0.0669, 0.4069, -0.1406], [-0.5041, -0.0202, -0.7096], [0.7372, 0.3734, -0.0304], [-0.0060, 0.1306, -0.2045], [-0.1075, 0.2225, 0.1462], [0.3593, 0.1649, 0.0421], [0.1997, 0.2306, -0.4587], [0.1157, -0.1281, -0.0634], [-0.1210, -0.2276, -0.2718], [-0.0301, -0.0131, 0.0494], [-0.2370, -0.1966, -0.0297], [0.8519, -0.5724, -0.6329], [0.1442, -0.1486, 0.0853], [0.4550, -0.2619, 0.1965], [-0.1540, -0.4479, -0.2292], [0.0736, 0.1591, 0.1116], [-0.1614, 0.2270, 0.1167], [-0.2978, 0.3690, 0.3052], [-0.4622, 0.4859, -0.1578], [-0.3034, 0.0537, 0.5179], [-0.1695, -0.0208, 0.0252], [0.0105, 0.0508, -0.0089], [-0.0569, 0.0813, 0.0997], [-0.1454, 0.1717, -0.2002], [0.1218, -0.1374, -0.0821], [0.0199, -0.0541, -0.0565]], "nbo_charge": [-0.509, 0.095, 0.096, 0.099, 0.233, -0.405, -0.416, -0.685, 2.191, -0.944, -0.934, -0.683, 0.208, 0.221, 0.219, 0.228, 0.258, 0.240, 0.252, 0.249, -0.407, -0.417, -0.674, 2.196, -0.940, -0.952, -0.697, 0.222, 0.217, 0.221, 0.223, 0.230, 0.253, 0.244, 0.280, -0.424, -0.407, -0.670, 2.170, -0.940, -0.958, -0.671, 0.236, 0.209, 0.224, 0.220, 0.236, 0.254, 0.261, 0.249], "charge": 0, "energy_ha": -9878.3258, "de_lowest_ev": 0.0114, "homo_ev": -10.08, "orbital_gap_ev": 9.7, "multiplicity": 1}

---

{"formula": "C11H23AlBFI2NO5", "method": "the ωB97M-V functional and the def2-TZVPD basis", "species": ["C", "C", "O", "B", "O", "C", "C", "C", "I", "C", "C", "I", "O", "H", "H", "H", "H", "H", "H", "H", "H", "H", "H", "H", "H", "O", "H", "H", "Al", "C", "C", "O", "H", "H", "H", "H", "H", "H", "C", "C", "N", "H", "H", "H", "F"], "positions_angstrom": [[-3.572437, -3.993790, 3.733541], [-2.939122, -2.956536, 2.584515], [-3.057032, -1.583644, 3.116000], [-2.046532, -0.677363, 2.536218], [-2.304198, 0.775429, 2.457352], [-2.838139, 1.161313, 1.140835], [-2.428672, -0.065321, 0.133523], [-1.100055, 0.052950, -0.821224], [0.913575, -0.434162, 0.009442], [-1.196287, 0.458256, -2.279527], [-2.642821, 0.815171, -2.972370], [0.681453, 0.536943, -3.480583], [-2.023504, -1.089992, 1.108326], [-4.375162, -3.365848, 4.308338], [-3.982256, -4.940602, 3.181871], [-2.645517, -4.313944, 4.394120], [-1.814524, -3.319188, 2.449503], [-3.597521, -3.144670, 1.618061], [-0.977724, -0.870866, 3.040197], [-2.765684, 2.270879, 0.774422], [-4.000599, 1.027700, 1.304975], [-3.310877, -0.527897, -0.490615], [-3.495387, 1.071935, -2.180377], [-2.550638, 1.765107, -3.681775], [-3.065950, -0.119506, -3.578723], [1.667299, 3.395342, -5.878702], [1.329064, 2.865409, -5.141277], [1.915701, 2.737201, -6.545140], [-0.938462, -4.929348, 4.001551], [5.652308, 3.934824, -4.223778], [5.760792, 2.598206, -4.928096], [4.464518, 2.076862, -5.181330], [5.109278, 3.828911, -3.278917], [6.643523, 4.348326, -4.017193], [5.092084, 4.650251, -4.834605], [6.302062, 1.880023, -4.305178], [6.291276, 2.698186, -5.880044], [3.995023, 2.718021, -5.742135], [1.780093, -1.436908, 5.128743], [1.388321, -2.646120, 5.872151], [1.078746, -3.601391, 6.459503], [2.509835, -1.663093, 4.344105], [0.919744, -0.963806, 4.643587], [2.233524, -0.687235, 5.785753], [-2.059119, -0.336013, 5.314957]], "forces_ev_per_angstrom": [[0.2706, 1.3426, -1.6636], [-1.5113, -1.1749, 1.3003], [1.0777, -2.4275, -0.6944], [-3.2166, 1.4081, -2.8782], [-0.2546, 0.3849, -1.3132], [-1.8407, -0.7914, 0.5711], [2.2726, -1.3197, 0.5252], [-0.8144, 1.4156, -3.6312], [-2.2068, 0.5298, -0.5230], [-0.7096, -0.9381, 3.4920], [-0.1786, 0.1099, -0.0022], [-2.1451, -0.0231, 1.0092], [-0.4722, 0.8236, -1.0892], [1.6800, -1.6133, -0.6999], [0.6879, 1.6959, 1.2925], [-2.6832, 0.7889, -0.1077], [-1.8762, 1.0618, -0.3689], [1.8403, 0.6432, 1.7962], [1.2134, 0.1146, 1.0386], [0.7898, -2.1696, 1.0592], [1.9384, 0.0624, -0.3700], [1.6535, 1.1962, 1.1844], [2.1439, -0.5420, -1.4478], [-0.0306, -2.2569, 1.4829], [1.2321, 2.0346, 1.1535], [0.1102, -0.4415, -0.0426], [0.1139, 0.2381, -0.1931], [-0.2256, 0.2098, 0.1042], [1.0647, -0.1494, 0.0980], [0.0858, 0.1558, 0.1520], [-0.0651, 0.3171, -0.0442], [-0.4349, -0.1810, -0.2654], [0.1306, -0.0466, -0.0956], [-0.1093, 0.0304, -0.0151], [0.1369, -0.0354, -0.0022], [-0.2012, -0.0270, -0.1438], [0.1863, 0.0136, 0.0978], [0.1863, -0.2035, 0.4324], [0.1136, 0.2167, -0.1419], [-0.2942, -0.7602, 0.5033], [0.2093, 1.2066, -1.2010], [-0.0866, -0.2100, 0.2448], [-0.0705, -0.1943, 0.2891], [-0.1527, -0.2886, 0.0589], [0.4418, -0.2065, -0.9516]], "nbo_charge": [-0.586, -0.067, -0.606, 0.812, -0.474, -0.125, 0.011, -0.198, 0.244, -0.099, -0.703, 0.264, -0.593, 0.303, 0.242, 0.013, 0.115, 0.227, 0.123, 0.253, 0.240, 0.260, 0.235, 0.271, 0.265, -0.934, 0.468, 0.468, 0.977, -0.633, -0.060, -0.740, 0.207, 0.215, 0.205, 0.175, 0.160, 0.469, -0.738, 0.325, -0.376, 0.255, 0.272, 0.279, -0.421], "charge": 1, "energy_ha": -1825.7460, "homo_ev": -11.55, "orbital_gap_ev": 3.2, "multiplicity": 1}